[1]
DFT (the ωB97M-V functional and the def2-TZVPD basis) results for 17 unconnected molecules or ions with the total composition C51H146N24O19.

Computed properties:
Net charge: 0
Max |F| (eV/A): 6.76
2S+1: 1
HOMO-LUMO gap (eV): 8.4231
LUMO energy (eV): 0.164

CARTESIAN COORDINATES (ANGSTROEM)
C  2.6348  -6.6381  2.3545
O  1.9955  -5.8280  3.0229
N  3.1918  -7.7238  2.8265
N  2.7684  -6.5157  1.0622
H  3.1373  -7.7386  3.8349
H  3.8704  -8.0937  2.1763
H  2.2266  -5.8916  0.4816
H  3.4483  -7.0616  0.5526
C  9.7762  1.5044  10.1179
O  9.4252  2.4854  10.7098
N  8.9882  0.9782  9.1712
N  10.8437  0.8026  10.3121
H  9.1898  0.0680  8.7824
H  8.1316  1.3859  8.8247
H  10.7758  -0.1357  9.9444
H  11.4352  1.1010  11.0744
C  7.9464  7.8871  9.1059
O  7.7160  8.9621  8.6256
N  7.3124  6.7847  8.9576
N  9.0347  7.5733  9.7551
H  7.6193  5.9369  9.4127
H  6.3606  6.9318  8.6534
H  9.0702  6.6123  10.0638
H  9.7716  8.2173  10.0046
C  5.5966  -4.5190  -4.8573
O  6.2115  -4.0304  -3.9397
N  5.3102  -3.9703  -5.9677
N  5.1321  -5.7107  -4.8398
H  5.5567  -3.0090  -6.1556
H  4.5964  -4.3996  -6.5389
H  4.9927  -6.1862  -5.7199
H  5.3002  -6.2699  -4.0157
C  9.1234  1.5656  -4.4637
O  8.0712  1.4217  -5.0807
N  9.9082  2.6226  -4.5114
N  9.7499  0.5780  -3.8833
H  9.7526  3.3806  -5.1605
H  10.8001  2.6741  -4.0402
H  10.5649  0.7577  -3.3145
H  9.2574  -0.3035  -3.9041
C  1.6777  9.8680  8.0204
O  2.1586  8.8076  7.7783
N  2.4346  10.9379  8.1128
N  0.4287  10.1809  8.2242
H  1.9348  11.7562  8.4301
H  3.3968  10.6550  8.2319
H  -0.1572  9.3612  8.1541
H  0.0408  11.0923  8.4220
C  6.9843  -2.9406  2.1904
O  7.4252  -4.0474  1.9510
N  6.1422  -2.2237  1.4966
N  7.3752  -2.1528  3.1344
H  5.8748  -2.5743  0.5879
H  5.8910  -1.2743  1.7327
H  7.8011  -2.6186  3.9229
H  7.1120  -1.1792  3.1872
C  -9.5776  -8.1760  -4.8156
O  -8.8054  -7.4385  -5.6821
C  -8.5801  -6.0545  -5.3526
C  -9.8552  -5.2242  -5.2595
N  -10.3748  -5.2822  -3.9025
C  -9.4710  -4.7236  -2.8635
C  -9.1132  -3.2512  -3.1244
O  -8.5745  -2.7452  -1.8951
C  -7.6526  -1.6167  -2.0886
H  -9.9341  -9.1171  -5.2342
H  -10.5320  -7.7942  -4.4529
H  -8.9675  -8.2645  -3.9167
H  -8.0500  -5.6102  -6.1951
H  -7.8289  -5.9776  -4.5666
H  -10.6194  -5.6289  -5.9231
H  -9.5893  -4.2171  -5.5806
H  -11.3645  -5.3558  -3.7151
H  -8.5612  -5.3078  -2.7255
H  -9.8887  -4.8018  -1.8598
H  -9.9779  -2.6505  -3.4065
H  -8.3994  -3.2140  -3.9473
H  -7.9766  -0.9905  -2.9199
H  -6.7102  -1.8851  -2.5661
H  -7.6015  -0.9966  -1.1936
C  3.3328  2.2019  3.0470
O  3.6103  1.5775  1.7757
C  3.5447  2.4038  0.5837
C  3.2707  1.6537  -0.7308
N  2.0338  0.8841  -0.6067
C  1.9163  -0.0594  -1.7729
C  0.6180  -0.8350  -1.8356
O  0.6881  -1.6256  -0.7578
C  -0.5291  -1.8290  -0.1081
H  4.0194  3.0005  3.3278
H  3.4962  1.3490  3.7058
H  2.2979  2.5034  3.2086
H  4.4581  2.9955  0.5227
H  2.7605  3.1607  0.5691
H  4.0630  0.9175  -0.8666
H  3.4298  2.3012  -1.5930
H  2.1022  0.2958  0.2114
H  2.6503  -0.8524  -1.6296
H  2.0044  0.3381  -2.7840
H  0.5739  -1.4067  -2.7625
H  -0.2195  -0.1431  -1.9252
H  -0.8700  -0.8772  0.2992
H  -0.4835  -2.4697  0.7726
H  -1.3098  -2.0633  -0.8318
C  0.5751  6.1833  -5.7831
C  -0.9118  5.6975  -5.8313
C  -1.4825  5.7763  -7.2833
O  -0.9439  4.5888  -8.0041
C  -1.3027  4.6984  -9.3758
N  -1.0732  4.2533  -5.4216
H  1.2429  5.3398  -5.9580
H  0.8133  6.6759  -4.8404
H  0.6999  6.9483  -6.5495
H  -1.5435  6.2154  -5.1096
H  -1.4201  6.7510  -7.7671
H  -2.5384  5.5244  -7.1839
H  -2.3667  4.9193  -9.4612
H  -0.9446  3.7592  -9.7974
H  -0.7354  5.4388  -9.9398
H  -0.3684  4.1049  -4.7136
H  -0.7853  3.8207  -6.2876
C  -0.0173  -6.9895  -8.5997
C  1.0728  -6.7773  -9.6907
C  1.1427  -5.4022  -10.4509
O  1.2777  -4.3244  -9.4638
C  1.4304  -3.0564  -10.0305
N  2.3362  -7.2662  -9.2052
H  0.0316  -6.1886  -7.8619
H  0.0822  -7.8157  -7.8957
H  -0.9796  -7.0258  -9.1103
H  0.6909  -7.4843  -10.4272
H  0.2131  -5.1053  -10.9366
H  1.9426  -5.3538  -11.1898
H  1.1851  -2.1292  -9.5126
H  0.7682  -2.8796  -10.8781
H  2.4426  -2.9989  -10.4307
H  2.0781  -8.1707  -8.8374
H  2.7880  -7.5576  -10.0602
C  9.3828  8.5705  2.8403
C  8.8997  9.9904  2.3613
C  7.3582  10.0426  1.9586
O  6.9730  11.3137  1.3958
C  5.6951  11.3354  0.8378
N  9.2580  10.9581  3.3956
H  10.3904  8.5701  3.2559
H  9.2445  7.7727  2.1106
H  8.7187  8.2217  3.6312
H  9.5453  10.3373  1.5545
H  6.6640  9.6871  2.7201
H  7.1731  9.2561  1.2271
H  5.4082  10.4675  0.2440
H  5.4838  12.2625  0.3049
H  4.9617  11.2954  1.6431
H  8.4553  10.7449  3.9704
H  9.1144  11.9260  3.1454
C  2.4551  1.2856  10.9515
C  1.4888  1.7078  9.8495
C  1.0300  0.5781  8.9152
O  0.1806  1.0415  7.8381
C  0.1053  0.2875  6.6245
N  0.3929  2.2511  10.5556
H  3.3206  0.8188  10.4813
H  2.0347  0.5775  11.6656
H  2.7152  2.1984  11.4874
H  1.9453  2.4276  9.1701
H  0.5379  -0.1287  9.5832
H  1.9409  0.1876  8.4615
H  1.0245  0.2247  6.0420
H  -0.6702  0.8158  6.0699
H  -0.3164  -0.7118  6.7324
H  -0.2451  2.6137  9.8616
H  0.6949  3.0958  11.0198
C  -7.3962  1.8488  -9.8627
C  -7.1036  1.5979  -8.3222
C  -5.7338  0.9764  -7.9257
O  -5.6956  -0.3539  -8.4535
C  -4.5301  -1.0580  -8.1117
N  -7.3598  2.8792  -7.6475
H  -7.2587  0.9073  -10.3943
H  -6.7965  2.6060  -10.3678
H  -8.4601  2.0502  -9.9878
H  -7.9062  0.8835  -8.1396
H  -5.5964  1.0100  -6.8449
H  -4.9403  1.5906  -8.3514
H  -4.5729  -1.0614  -7.0226
H  -3.6659  -0.5427  -8.5308
H  -4.6217  -2.0643  -8.5204
H  -6.9970  3.6974  -8.1156
H  -6.8384  2.8412  -6.7833
C  -7.4742  -4.2111  5.1271
C  -6.0455  -3.7779  5.4088
C  -5.8991  -2.8859  6.6585
O  -6.3655  -1.5914  6.4411
C  -6.6396  -0.8083  7.5878
N  -5.2739  -5.0108  5.5546
H  -7.8166  -4.9593  5.8420
H  -7.5371  -4.6668  4.1389
H  -8.1712  -3.3732  5.1122
H  -5.6037  -3.2517  4.5626
H  -4.8609  -2.8900  6.9904
H  -6.5745  -3.3238  7.3934
H  -7.3051  -0.0045  7.2729
H  -5.6869  -0.3573  7.8654
H  -7.0736  -1.4061  8.3893
H  -5.2842  -5.4731  4.6567
H  -4.2941  -4.7733  5.6155
C  -4.8466  6.9168  4.9586
C  -4.5736  5.4037  5.1574
C  -4.5769  4.7737  3.7708
O  -3.5933  5.5074  2.9558
C  -2.9358  4.6297  1.9754
N  -3.2829  5.3121  5.6947
H  -5.7516  7.1952  4.4185
H  -4.0223  7.3755  4.4126
H  -5.0105  7.3916  5.9260
H  -5.3644  5.0086  5.7951
H  -5.4681  5.0158  3.1917
H  -4.4944  3.6886  3.7080
H  -1.9669  5.0153  1.6580
H  -3.5180  4.5022  1.0628
H  -2.5927  3.6591  2.3335
H  -2.7597  4.4660  5.5201
H  -2.8520  5.9738  5.0649
C  -3.3258  -9.6033  -2.0388
C  -3.3912  -10.5047  -0.7674
C  -2.6959  -11.8647  -0.9292
O  -3.1606  -12.5175  -2.1245
C  -4.4842  -13.1162  -1.9493
N  -2.9262  -9.8525  0.3869
H  -3.7163  -10.0790  -2.9384
H  -2.3611  -9.1142  -2.1739
H  -4.0040  -8.7617  -1.8978
H  -4.4322  -10.7384  -0.5443
H  -2.7765  -12.5170  -0.0597
H  -1.6612  -11.6062  -1.1546
H  -4.5343  -13.8886  -1.1818
H  -4.8414  -13.7199  -2.7837
H  -5.2557  -12.3655  -1.7781
H  -2.7215  -10.4002  1.2104
H  -2.0513  -9.3749  0.2237

These are the Mulliken partial charges, in e, on atoms 1 to 99: number 1, C, carries 0.6712; number 2, O, carries -0.6714; number 3, N, carries -0.4148; number 4, N, carries -0.3615; number 5, H, carries 0.2526; number 6, H, carries 0.1929; number 7, H, carries 0.1970; number 8, H, carries 0.1349; number 9, C, carries 0.6238; number 10, O, carries -0.6270; number 11, N, carries -0.3730; number 12, N, carries -0.3827; number 13, H, carries 0.1319; number 14, H, carries 0.1952; number 15, H, carries 0.1897; number 16, H, carries 0.2440; number 17, C, carries 0.6718; number 18, O, carries -0.6495; number 19, N, carries -0.3629; number 20, N, carries -0.3459; number 21, H, carries 0.1619; number 22, H, carries 0.2317; number 23, H, carries 0.0996; number 24, H, carries 0.1907; number 25, C, carries 0.6210; number 26, O, carries -0.6685; number 27, N, carries -0.3591; number 28, N, carries -0.4131; number 29, H, carries 0.2235; number 30, H, carries 0.1815; number 31, H, carries 0.1907; number 32, H, carries 0.2210; number 33, C, carries 0.6608; number 34, O, carries -0.6609; number 35, N, carries -0.3758; number 36, N, carries -0.3864; number 37, H, carries 0.2126; number 38, H, carries 0.1542; number 39, H, carries 0.1680; number 40, H, carries 0.2273; number 41, C, carries 0.6191; number 42, O, carries -0.6319; number 43, N, carries -0.4196; number 44, N, carries -0.3932; number 45, H, carries 0.1731; number 46, H, carries 0.2547; number 47, H, carries 0.2274; number 48, H, carries 0.1698; number 49, C, carries 0.6888; number 50, O, carries -0.6601; number 51, N, carries -0.3111; number 52, N, carries -0.3775; number 53, H, carries 0.1908; number 54, H, carries 0.1030; number 55, H, carries 0.2093; number 56, H, carries 0.1545; number 57, C, carries -0.6619; number 58, O, carries -0.4016; number 59, C, carries -0.3691; number 60, C, carries -0.8045; number 61, N, carries -0.1623; number 62, C, carries -0.8763; number 63, C, carries -0.2544; number 64, O, carries -0.3548; number 65, C, carries -0.8045; number 66, H, carries 0.2923; number 67, H, carries 0.2522; number 68, H, carries 0.2722; number 69, H, carries 0.2878; number 70, H, carries 0.3536; number 71, H, carries 0.4121; number 72, H, carries 0.3846; number 73, H, carries 0.2284; number 74, H, carries 0.1729; number 75, H, carries 0.4943; number 76, H, carries 0.2826; number 77, H, carries 0.3171; number 78, H, carries 0.3199; number 79, H, carries 0.3305; number 80, H, carries 0.2893; number 81, C, carries -0.7372; number 82, O, carries -0.2277; number 83, C, carries -0.6975; number 84, C, carries -0.5739; number 85, N, carries -0.4178; number 86, C, carries -0.6488; number 87, C, carries -0.6972; number 88, O, carries -0.2505; number 89, C, carries -0.8593; number 90, H, carries 0.3149; number 91, H, carries 0.2110; number 92, H, carries 0.2960; number 93, H, carries 0.4089; number 94, H, carries 0.3632; number 95, H, carries 0.3234; number 96, H, carries 0.4099; number 97, H, carries 0.2708; number 98, H, carries 0.3264; number 99, H, carries 0.4498

***

[2]
DFT (the ωB97M-V functional and the def2-TZVPD basis) results for a molecular structure, C32H37FI2MgN7O4.

Computed properties:
Net charge: +1
Max |F| (eV/A): 1.27
2S+1: 1
HOMO-LUMO gap (eV): 5.7182
Energy relative to the best compared isomer or geometry (same formula, charge and spin) (kJ/mol): 404.7
LUMO energy (eV): -3.064

CARTESIAN COORDINATES (ANGSTROEM)
Mg  -0.0147  0.5414  -3.6761
I  2.2426  6.4770  0.2389
C  2.0507  4.7938  -0.9867
C  2.7862  3.6497  -0.7054
C  2.6347  2.5329  -1.5094
I  3.6374  0.7634  -1.0429
C  1.7645  2.5069  -2.6224
O  1.6039  1.4658  -3.3775
C  1.0047  3.6855  -2.8469
C  -0.0617  3.6082  -3.9064
N  -1.0427  2.5260  -3.5761
C  -1.7364  2.7834  -2.2980
C  -2.2390  1.5200  -1.6464
C  -3.3286  1.4185  -0.8898
C  -3.5817  0.2123  -0.0809
C  -2.7989  -0.8558  -0.1774
C  -1.7053  -0.9074  -1.1898
N  -1.4419  0.3736  -1.8926
C  1.1527  4.8063  -2.0417
H  3.4646  3.6248  0.1371
H  -0.5584  4.5760  -4.0153
H  0.3834  3.3394  -4.8658
H  -1.7357  2.4696  -4.3157
H  -1.0017  3.2264  -1.6234
H  -2.5539  3.5012  -2.3932
H  -4.0136  2.2558  -0.8260
H  -4.3973  0.2393  0.6318
H  -2.9219  -1.7257  0.4599
H  -1.8657  -1.7213  -1.8976
H  0.5562  5.6907  -2.2386
N  -1.9188  -0.1861  -4.8289
C  -1.6836  -0.1630  -6.2900
C  -0.2198  -0.4970  -6.5379
N  0.6140  0.4525  -5.7718
H  -1.7422  -1.1299  -4.4874
H  -2.8839  0.0312  -4.6100
H  -1.8966  0.8458  -6.6554
H  -2.3241  -0.8530  -6.8418
H  -0.0062  -0.4970  -7.6063
H  -0.0131  -1.4948  -6.1496
H  0.7460  1.3135  -6.2896
H  1.5427  0.0766  -5.6045
F  -0.3384  1.9161  3.2806
C  -0.1025  0.6972  2.7383
C  -0.2599  0.5351  1.3822
C  0.0367  -0.6737  0.7751
C  -0.2075  -0.8583  -0.6954
O  -0.0828  0.4686  -1.3438
C  0.6675  -1.9400  -1.2412
C  1.1240  -2.8888  -0.4200
N  0.9738  -2.8864  0.9544
C  1.4989  -3.9632  1.7454
C  1.2665  -5.3628  1.2835
C  0.5377  -4.8483  2.4905
C  0.5340  -1.7218  1.5654
C  0.6130  -1.5583  2.9475
C  0.2997  -0.3453  3.5539
N  0.3966  -0.2186  4.9661
C  -0.3200  0.8204  5.6838
C  -0.4579  0.3601  7.1566
N  -0.1720  -1.1147  7.1965
C  1.2817  -1.3729  6.9102
C  1.6337  -0.5754  5.6366
C  0.9038  -2.1416  -2.7255
O  1.5423  -3.1108  -3.0987
O  0.3160  -1.2778  -3.4796
H  -0.5821  1.3812  0.7877
H  1.6781  -3.7180  -0.8414
H  2.4534  -3.7525  2.2188
H  2.0732  -6.0675  1.4296
H  0.6981  -5.5132  0.3759
H  0.8172  -5.2174  3.4694
H  -0.5146  -4.6237  2.3674
H  0.9403  -2.3917  3.5573
H  -1.3013  0.9507  5.2360
H  0.1876  1.7874  5.6656
H  -1.4566  0.5319  7.5474
H  0.2631  0.8371  7.8161
H  -0.6974  -1.5353  6.4262
H  -0.4616  -1.5398  8.0737
H  1.4068  -2.4459  6.7886
H  1.8490  -1.0425  7.7767
H  2.2581  -1.1746  4.9825
H  2.2069  0.3188  5.9075

Charges in e, computed with Mulliken, in the same order as the atoms: number 1, Mg, carries 2.9984; number 2, I, carries 0.0461; number 3, C, carries -0.3147; number 4, C, carries -0.4316; number 5, C, carries -0.4829; number 6, I, carries 0.0211; number 7, C, carries 0.4864; number 8, O, carries -0.7864; number 9, C, carries 0.5481; number 10, C, carries -1.0109; number 11, N, carries -0.6433; number 12, C, carries -1.0345; number 13, C, carries 0.1078; number 14, C, carries -0.7483; number 15, C, carries -0.5086; number 16, C, carries -1.5061; number 17, C, carries 0.0545; number 18, N, carries -0.1505; number 19, C, carries -0.4643; number 20, H, carries 0.3978; number 21, H, carries 0.3931; number 22, H, carries 0.3106; number 23, H, carries 0.2765; number 24, H, carries 0.2816; number 25, H, carries 0.4698; number 26, H, carries 0.4772; number 27, H, carries 0.4355; number 28, H, carries 0.5050; number 29, H, carries 0.4975; number 30, H, carries 0.4026; number 31, N, carries -0.4012; number 32, C, carries -0.7648; number 33, C, carries -0.5951; number 34, N, carries -0.4132; number 35, H, carries 0.2421; number 36, H, carries 0.2671; number 37, H, carries 0.3179; number 38, H, carries 0.4159; number 39, H, carries 0.4603; number 40, H, carries 0.2411; number 41, H, carries 0.2445; number 42, H, carries 0.2818; number 43, F, carries -0.3947; number 44, C, carries 0.1073; number 45, C, carries -0.2726; number 46, C, carries 0.3115; number 47, C, carries 2.3120; number 48, O, carries 0.2640; number 49, C, carries -0.6120; number 50, C, carries -0.7829; number 51, N, carries 0.2883; number 52, C, carries -0.3613; number 53, C, carries -0.9021; number 54, C, carries -0.4533; number 55, C, carries -0.0702; number 56, C, carries -0.6478; number 57, C, carries -1.3875; number 58, N, carries 0.3059; number 59, C, carries -0.7795; number 60, C, carries -0.6411; number 61, N, carries -0.1501; number 62, C, carries -0.7247; number 63, C, carries -0.7252; number 64, C, carries -0.6704; number 65, O, carries -0.7935; number 66, O, carries -0.8095; number 67, H, carries 0.5599; number 68, H, carries 0.7646; number 69, H, carries 0.5312; number 70, H, carries 0.2407; number 71, H, carries 0.3174; number 72, H, carries 0.2961; number 73, H, carries 0.1985; number 74, H, carries 0.8237; number 75, H, carries 0.4928; number 76, H, carries 0.4544; number 77, H, carries 0.3567; number 78, H, carries 0.3376; number 79, H, carries 0.3564; number 80, H, carries 0.3201; number 81, H, carries 0.4179; number 82, H, carries 0.3650; number 83, H, carries 0.5091; number 84, H, carries 0.3235

***

- Which of these has the highest HOMO-LUMO gap?
  C51H146N24O19